The following is a quantum chemistry calculation of a single C25H30N6O3 molecule, from the Open Molecules 2025 dataset.

```
! wB97M-V def2-TZVPD RIJCOSX def2/J DEFGRID3
* xyz 0 1
O 0.4762 -3.7868 -1.1587
O 3.5983 1.9553 -1.2988
O -3.9087 2.3706 -0.7648
N -5.0175 -1.5116 0.8877
N 2.1586 -2.7043 -0.1338
N -3.8324 0.2476 1.2655
N -2.0298 -0.7681 -0.8793
N -5.2930 -1.0183 2.0884
N -4.6059 0.0173 2.3308
C 2.3540 0.0591 -2.2060
C 0.4320 -0.8591 0.8969
C 4.3152 1.6162 2.8302
C 4.0704 -1.5767 0.8096
C 4.8159 1.3533 -1.6634
C 1.1156 -0.5242 -2.4214
C 2.3727 0.3419 1.8793
C 2.6949 -1.6818 0.5984
C -3.4816 -0.8278 -0.9792
C -4.1060 -0.7261 0.3614
C 1.2627 1.9468 -1.2049
C -0.0610 -1.8483 0.1208
C 2.4387 1.2959 -1.5800
C -3.6480 2.5920 0.6020
C 3.7319 0.4530 2.0811
C 0.0387 1.3578 -1.4293
C 4.9625 2.6118 1.8658
C -1.5171 -1.9686 -0.2211
C -1.4002 -0.5494 -2.1813
C 0.8279 -2.8581 -0.4517
C 1.8297 -0.7174 1.1453
C -2.9385 1.3629 1.1708
C -0.0527 0.1003 -2.0185
C -4.6002 3.4315 -1.3729
C 4.5739 -0.5245 1.5401
H -4.0248 4.3634 -1.3151
H -4.7402 3.1553 -2.4157
H -0.8666 1.8755 -1.1500
H -5.5777 3.5900 -0.9020
H -2.1205 1.0696 0.5073
H -3.8189 0.0335 -1.5641
H 4.7314 -2.3250 0.3952
H 4.2475 2.9203 1.1069
H -1.6487 -2.8610 -0.8541
H -2.0936 -2.1178 0.6978
H -2.5753 1.5864 2.1761
H 2.7836 -3.4005 -0.5236
H -2.0445 0.1245 -2.7533
H 5.6396 -0.4500 1.7015
H -1.3010 -1.4914 -2.7417
H -3.0034 3.4758 0.7281
H 5.0666 1.2601 3.5391
H 4.8744 1.1859 -2.7437
H 5.5923 2.0572 -1.3681
H 1.0663 -1.4892 -2.9048
H 1.3412 2.9179 -0.7416
H 5.8146 2.1574 1.3659
H 5.3076 3.4915 2.4041
H -0.2359 -0.1254 1.3242
H 1.7022 1.0847 2.2862
H 3.5280 2.1189 3.3943
H -4.5873 2.7694 1.1483
H 3.2414 -0.4631 -2.5276
H 4.9642 0.4055 -1.1356
H -3.8450 -1.7517 -1.4563
*
```

Computed properties:
**Energy relative to the best compared isomer or geometry (same formula, charge and spin)**: 62.05 kcal per mole
**E_HOMO**: -8.003 eV
**E_LUMO**: 0.078 eV
**SMILES**: CCc1ccc2[nH]c(=O)c(CN(Cc3ccc(OC)cc3)Cc3nnnn3CCOC)cc2c1
**Electronic energy**: -1524.8912 Eh

The following is a quantum chemistry calculation of C25H31BF4N3NaS2 as an isolated structure, from the Open Molecules 2025 dataset.

```
! wB97M-V def2-TZVPD RIJCOSX def2/J DEFGRID3
* xyz 0 1
S 1.8474 0.6726 2.6536
S -2.6199 1.2268 -3.0519
Na 1.2378 -0.7109 -0.3727
F 2.1203 2.8446 -0.1232
F 2.5588 2.3147 -2.4302
F 3.0757 0.8715 -0.8336
F 0.8156 1.3240 -1.3182
N -2.8717 -1.7289 0.2498
N 2.1374 -0.5038 1.6342
N -0.7104 -2.1426 -0.2065
C 0.8146 0.6483 5.2101
C -3.7457 1.8621 -4.2949
C 1.4700 -0.1230 4.2698
C 1.8956 -1.4756 4.4470
C 1.3830 -1.6680 -3.1850
C -4.1608 -1.1178 0.1218
C -1.0353 3.2176 1.7166
C -0.9073 0.5200 2.2844
C 3.4728 -1.0002 -4.0884
C -2.2172 2.4749 1.7717
C 1.4825 0.3924 -4.6426
C -1.6320 2.7881 -2.8288
C 0.1866 2.5872 1.9210
C -2.0840 1.1184 2.0207
C 1.6800 -1.9614 5.7685
C -1.2196 -3.1090 0.5959
C 2.1333 -0.7458 -3.9370
C 1.9629 -2.7043 -2.4591
C 0.2204 1.2729 2.2203
C 3.3350 -2.8282 -2.5829
C 0.9778 -1.2297 6.7281
C -2.5441 -2.9211 0.8633
C -1.7658 -1.3394 -0.3994
C 4.0930 -2.0070 -3.3922
C 0.5937 0.0844 6.5251
B 2.1788 1.9117 -1.2223
H 0.5736 0.0288 -5.0179
H 2.4451 -2.0007 3.6791
H 2.0680 -2.9617 5.9427
H -2.8990 0.4457 2.0447
H -2.2579 3.5929 -2.5256
H -4.2777 2.8068 -4.0775
H 3.1478 -0.4260 1.4270
H -1.0981 2.9125 -3.8029
H -0.8926 -0.5218 2.5673
H 1.2668 -3.2937 -1.8722
H 0.3576 -1.4348 -2.9913
H -4.5624 -1.3236 -0.8623
H 0.0758 0.7050 7.2928
H -1.0178 4.2944 1.6522
H 5.1475 -2.2047 -3.5347
H -3.2660 -3.3480 1.4958
H 2.1968 0.7801 -5.4783
H -1.7153 -0.3315 -0.8213
H -0.5777 -3.8361 0.9672
H -4.8457 -1.6195 0.7801
H 3.7249 -3.7222 -2.2258
H -3.0505 2.0620 -5.1505
H 4.0202 -0.3333 -4.8629
H 0.8646 -1.6807 7.7047
H -4.1059 -0.0494 0.2310
H -4.4016 1.0800 -4.5961
H 0.5900 1.7150 5.0517
H -3.1890 2.9334 1.5597
H 1.3015 1.2995 -4.0545
H -0.8753 2.4523 -2.0579
H 1.0937 3.1639 1.9023
*
```

Computed properties:
**Energy relative to the best compared isomer or geometry (same formula, charge and spin)**: 33.46 kcal per mole
**E_HOMO**: -8.488 eV
**E_LUMO**: 0.230 eV
**Electronic energy**: -2518.7062 Eh

The following is a quantum chemistry calculation of C25H31BF4N7OSZr as an isolated structure, from the Open Molecules 2025 dataset.

```
! wB97M-V def2-TZVPD RIJCOSX def2/J DEFGRID3
* xyz 3 1
Zr -0.3066 0.8627 -1.3751
S -0.7280 2.5674 0.5564
F -1.5036 3.3088 -4.2398
F -1.3486 1.1366 -3.3178
F -2.4362 2.7638 -2.1696
F -0.1389 2.7636 -2.3828
O 1.3175 0.8297 -0.1579
N -0.3769 -1.4591 -1.9302
N 1.8345 1.9869 0.3059
N -2.0985 -0.4740 7.3021
N 1.2937 0.4528 -3.0090
N -1.0522 -0.5062 3.6239
N -2.3780 0.0313 -0.8160
N 2.1843 -1.8084 -0.7183
C 1.7293 -0.8254 -4.9811
C 1.2748 -2.9351 1.1805
C -4.6360 0.3527 -0.0981
C 3.3870 -1.8629 -0.1414
C 2.6457 1.3688 -4.7566
C 3.7133 3.2789 0.8408
C 0.9544 2.9325 0.7180
C -4.1173 -1.3802 -1.6557
C 2.4662 0.2174 -5.5135
C -5.0580 -0.6925 -0.9085
C -1.2482 -0.1297 6.0958
C 1.1571 -2.3383 -0.0708
C -0.2004 -2.3585 -0.7465
C 1.4874 4.1184 1.2238
C 3.1766 2.1201 0.3515
C -1.8329 -0.7486 4.8218
C -3.3009 0.6826 -0.0761
C 3.6098 -2.4459 1.0925
C 1.1961 -0.6854 -3.7107
C 2.5269 -2.9949 1.7663
C 2.0294 1.4558 -3.5296
C -2.7935 -0.9903 -1.5874
C -1.7605 -1.6544 -2.4465
C 2.8537 4.2893 1.2823
C 0.5475 -1.8578 -3.0419
B -1.4828 2.6255 -3.1242
H -3.0618 -0.1473 7.1897
H 3.7325 1.2704 -0.0153
H 0.8068 4.8946 1.5422
H -2.8431 -0.3627 4.6621
H 3.2628 5.2158 1.6622
H -4.4021 -2.2059 -2.2937
H -1.7291 -0.0456 8.1551
H -1.8126 -1.2292 -3.4508
H 2.8981 0.1356 -6.5020
H -0.9693 0.4785 3.4013
H 4.2088 -1.4398 -0.7086
H -0.2486 -0.5059 6.3074
H 2.0996 2.3629 -2.9449
H 4.7865 3.3944 0.8714
H -5.3341 0.9187 0.5013
H -1.9801 -2.7226 -2.5237
H -2.9516 1.4964 0.5398
H -6.1040 -0.9652 -0.9549
H 2.6658 -3.4778 2.7246
H 4.6081 -2.4879 1.5047
H -0.1221 -0.9019 3.6822
H -1.9268 -1.8295 4.9580
H -0.4270 -3.3799 -1.0749
H -2.1358 -1.4844 7.4600
H 1.5858 -1.7480 -5.5267
H 0.0030 -2.4626 -3.7681
H 0.4079 -3.3674 1.6648
H -0.9624 -2.0921 -0.0105
H 3.2266 2.2019 -5.1247
H -1.2133 0.9572 6.0436
H 1.3444 -2.4684 -2.6277
*
```

Computed properties:
**Energy relative to the best compared isomer or geometry (same formula, charge and spin)**: 45.93 kcal per mole
**E_HOMO**: -16.277 eV
**E_LUMO**: -8.066 eV
**Electronic energy**: -2298.8283 Eh

The following is a quantum chemistry calculation of a single C25H31N3O4S molecule, from the Open Molecules 2025 dataset.

```
! wB97M-V def2-TZVPD RIJCOSX def2/J DEFGRID3
* xyz 0 1
S 2.1376 -1.4154 -0.0233
O -2.1374 -4.3103 -0.0231
O 1.6564 -2.1416 -1.1673
O -3.5768 2.9985 -1.9641
O 2.3476 -2.1360 1.2020
N -4.1435 1.6145 -0.2657
N -1.9238 2.6671 1.0826
N 3.5633 -0.7019 -0.4337
C -0.4096 -3.7154 1.5845
C 0.4832 0.0843 1.5639
C 4.0897 1.1643 1.1039
C -2.7031 -3.1140 -0.3175
C -2.7131 -0.8318 -1.0565
C -4.7660 -1.8622 -0.4106
C 4.4406 2.2496 0.0890
C -2.1064 2.4569 2.4231
C -2.0172 -1.9924 -0.7810
C -0.7430 -4.3652 0.2466
C 3.9030 -0.4674 -1.8126
C -4.0893 -3.0373 -0.1582
C -4.0836 -0.7376 -0.8556
C 0.5158 0.6469 -0.7999
C -2.7199 3.5056 0.2323
C -4.7756 0.5827 -1.0705
C -1.2522 1.4985 2.8770
C 3.7858 2.0559 -1.2797
C -0.4335 1.6323 -0.6359
C -3.5194 2.6791 -0.7979
C 4.4245 -0.2522 0.6272
C -0.9449 1.8210 0.6451
C 4.4358 0.9421 -2.1035
C 0.9586 -0.1044 0.2897
C -0.4951 1.0598 1.7565
H -2.0877 4.2037 -0.3257
H -0.7873 -2.6941 1.6044
H -2.8395 3.0257 2.9640
H 2.7213 1.8565 -1.1495
H 4.6544 -1.2024 -2.1367
H -4.6951 0.9120 -2.1104
H -5.8343 0.5100 -0.8024
H -0.5165 -5.4337 0.2727
H 4.1239 3.2127 0.4969
H 4.6366 1.3557 2.0296
H -3.9829 1.3806 0.7030
H 3.8830 2.9920 -1.8350
H -0.7839 2.2164 -1.4732
H 2.9928 -0.6659 -2.3793
H -2.1760 0.0253 -1.4330
H -4.6135 -3.9166 0.1820
H -3.4174 4.0824 0.8451
H -1.1693 1.1378 3.8820
H 0.9036 0.4135 -1.7782
H 5.5254 2.2894 -0.0383
H 3.0225 1.2082 1.3306
H 0.6668 -3.6805 1.7191
H -5.8352 -1.8186 -0.2593
H -0.8657 -4.2714 2.4006
H 5.5132 0.9658 -1.9276
H -0.1586 -3.9054 -0.5566
H -0.9501 -2.0144 -0.9382
H 0.8540 -0.5302 2.3685
H 5.4635 -0.3099 0.2918
H 4.2841 -0.9533 1.4533
H 4.2796 1.1345 -3.1668
*
```

Computed properties:
**Energy relative to the best compared isomer or geometry (same formula, charge and spin)**: 36.03 kcal per mole
**E_HOMO**: -8.116 eV
**E_LUMO**: 0.536 eV
**SMILES**: CCOc1ccc(CNC(=O)Cn2ccc3cc(S(=O)(=O)N4CCCCCC4)ccc32)cc1
**Electronic energy**: -1834.6857 Eh

no.,orbital gap (eV)
1,8.0812
2,8.7181
3,8.2116
4,8.6524